Record 1
Computed, not measured: 2 unconnected molecules or ions with the total composition C6H13O2, with ωB97M-V/def2-TZVPD.

Structure (XYZ):
```
21
C6H13O2 (ωB97M-V/def2-TZVPD)
C 1.4402 -1.7306 -0.9251
O 1.1069 -2.2175 -2.0279
C 0.8069 -0.0926 -1.0151
C 0.5530 0.6414 0.4032
C -0.6058 0.1376 1.2974
C -0.3731 -0.3537 2.5324
C -1.9077 0.1047 0.7425
H 2.5415 -1.5934 -0.7389
H 1.0324 -2.3703 0.0539
H -0.1053 -0.2705 -1.4406
H 1.4815 0.4379 -1.5348
H 0.5963 1.7612 0.4062
H 1.4916 0.3261 0.8867
H -1.2295 -0.6892 3.1849
H 0.5467 -0.4608 3.1292
H -2.6860 0.8454 1.2274
H -2.3524 -0.8596 0.6826
H -1.8828 0.5001 -0.2797
H 0.1579 1.9470 -2.9030
H -0.2068 1.7126 -1.4600
O -0.4054 2.2241 -2.2212
```

Calculated values
F_max	6.56	eV/A
total energy	-10525.050	eV
lowest unoccupied orbital energy	3.71	eV
HOMO energy	-2.483	eV
total charge	-1
gap between HOMO and LUMO	6.189	eV



Record 2
Computed, not measured: 6 unconnected molecules or ions with the total composition C35H58F3N6O3, with ωB97M-V/def2-TZVPD.

Structure (XYZ):
```
105
C35H58F3N6O3 (ωB97M-V/def2-TZVPD)
C 2.9312 -4.3175 5.0599
C 3.8224 -3.6516 3.9864
C 4.1023 -2.1735 4.2598
C 4.6558 -1.4731 2.9749
C 3.8038 -0.2900 2.5561
C 4.1917 0.2617 1.1596
C 4.6621 1.7246 1.1833
C 3.8830 2.7117 0.2949
C 2.3575 2.6381 0.3637
C 1.7357 4.0277 0.0982
C 0.6973 4.0789 -1.0304
C -0.5472 3.2484 -0.7228
C -1.4919 3.1370 -1.9232
C -0.9772 2.3320 -3.1133
C -1.0276 0.7827 -2.9485
C -2.1665 0.3496 -2.1102
C -3.4268 0.4515 -2.6052
C -4.4635 0.1093 -1.8250
N -4.2595 -0.3015 -0.5882
C -3.0456 -0.4273 -0.0537
C -2.9935 -0.8787 1.3701
O -2.7855 -2.2868 1.4669
C -2.2878 -2.6736 2.6734
F -2.4548 -3.9798 2.7681
F -2.9217 -2.0803 3.6896
F -0.9888 -2.3916 2.7896
C -1.9551 -0.1287 -0.8178
O -0.6957 -0.2615 -0.3773
C -0.2490 -1.6440 -0.2583
C 0.3241 -2.2304 -1.5470
C 1.8342 -2.4181 -1.5133
O -0.2645 -3.5413 -1.6311
H 3.5432 -4.9204 5.7220
H 2.3821 -3.5925 5.6517
H 2.2621 -5.0057 4.5595
H 3.3189 -3.7288 3.0246
H 4.7617 -4.1923 3.9684
H 4.8767 -2.1348 5.0204
H 3.2093 -1.6393 4.5713
H 5.6707 -1.1639 3.2115
H 4.7090 -2.2342 2.2000
H 2.7581 -0.6131 2.5389
H 3.8504 0.5093 3.2891
H 3.3909 0.1040 0.4484
H 5.0110 -0.3672 0.8205
H 5.6725 1.7269 0.7782
H 4.7447 2.0893 2.2033
H 4.2392 2.5737 -0.7249
H 4.2194 3.7007 0.6038
H 2.0910 2.3350 1.3741
H 1.9671 1.9218 -0.3540
H 2.5060 4.7640 -0.1008
H 1.2374 4.3567 1.0095
H 1.1328 3.8531 -1.9997
H 0.3810 5.1212 -1.0839
H -0.2710 2.2990 -0.2640
H -1.0908 3.7994 0.0477
H -2.4683 2.8055 -1.5702
H -1.6416 4.1525 -2.2842
H -1.5334 2.6103 -3.9974
H 0.0623 2.5993 -3.2532
H -0.0795 0.4380 -2.5728
H -1.1652 0.3568 -3.9397
H -3.6072 0.7988 -3.6047
H -5.4703 0.1712 -2.1936
H -5.0622 -0.5216 -0.0149
H -3.9640 -0.6619 1.8177
H -2.2760 -0.2862 1.9279
H 0.5047 -1.6688 0.5189
H -1.0757 -2.2775 0.0282
H 0.0143 -1.6995 -2.4430
H 2.3556 -1.4971 -1.7546
H 2.1185 -2.8066 -0.5405
H 2.0917 -3.1922 -2.2250
H -0.3375 -3.7560 -2.5647
C -6.4166 2.8308 -3.6709
C -5.0134 3.1990 -3.8063
N -3.9026 3.4973 -3.9119
H -7.0095 3.7065 -3.4382
H -6.7801 2.3849 -4.5964
H -6.5264 2.1117 -2.8627
C -3.3115 -5.6360 5.1916
C -3.3649 -6.9164 5.8895
N -3.4080 -7.9293 6.4397
H -2.6109 -4.9712 5.6931
H -2.9848 -5.7904 4.1688
H -4.2986 -5.1773 5.1868
C -4.6696 4.7833 -0.0651
C -5.9583 4.5591 -0.7118
N -6.9727 4.3823 -1.2339
H -4.5530 4.1007 0.7747
H -3.8659 4.6160 -0.7807
H -4.6146 5.8069 0.2993
C 5.9960 5.5726 -1.4158
C 4.7177 5.3340 -2.0771
N 3.7076 5.1454 -2.6023
H 6.1138 4.8824 -0.5826
H 6.8099 5.4220 -2.1218
H 6.0330 6.5936 -1.0420
C 0.1204 -6.3776 -4.9426
C -0.2511 -4.9675 -4.9032
N -0.5447 -3.8510 -4.8721
H -0.0789 -6.8375 -3.9769
H -0.4588 -6.8888 -5.7085
H 1.1794 -6.4727 -5.1726
```

Calculated values
F_max	1.76	eV/A
total energy	-60463.698	eV
lowest unoccupied orbital energy	-3.82	eV
HOMO energy	-12.101	eV
total charge	+1
gap between HOMO and LUMO	8.283	eV



Record 3
Computed, not measured: 10 unconnected molecules or ions with the total composition C6H32N2O9, with ωB97M-V/def2-TZVPD.

Structure (XYZ):
```
49
C6H32N2O9 (ωB97M-V/def2-TZVPD)
N -0.0400 2.4685 -0.8959
C 1.1683 3.2714 -1.1156
C 2.2780 2.7633 -0.2636
C 1.6686 1.5311 0.4166
C 0.0890 1.4682 0.1670
C -0.3540 -0.0325 -0.0218
N -1.7052 -0.1630 0.5250
C -2.7912 0.5247 -0.2086
H -0.8249 2.9831 -1.2499
H 0.8674 4.3023 -0.7971
H 1.3028 3.3365 -2.1866
H 2.7982 3.4771 0.3742
H 3.1748 2.3773 -0.8065
H 1.8892 1.5526 1.5105
H 2.1222 0.6322 -0.0357
H -0.3740 1.8439 1.0763
H 0.3894 -0.6417 0.4621
H -0.4009 -0.1834 -1.1026
H -2.0951 -1.0421 0.8317
H -3.1658 0.0284 -1.0918
H -2.3358 1.4168 -0.6753
H -3.5149 1.0124 0.4323
H 1.4836 -0.7570 1.6088
H 2.8592 -0.9787 1.8636
O 2.2127 -1.2498 1.2000
H -2.0663 1.8448 -4.0102
H -1.4327 0.5736 -3.3670
O -2.0454 1.2920 -3.2148
H -2.7469 -3.3194 1.9412
H -1.1011 -3.2961 2.0604
O -1.9669 -2.9028 2.2602
H 2.4739 0.7205 -3.3798
H 1.1772 1.0789 -2.5467
O 1.5118 0.6566 -3.3536
H 1.2044 -4.5367 1.4256
H 0.5265 -3.1237 1.2448
O 0.4109 -4.0197 1.5787
H -0.3871 -2.6478 -2.6620
H 0.1109 -1.2588 -3.3453
O -0.5343 -1.7083 -2.7899
H 2.4259 -2.3433 -0.1246
H 2.0470 -2.4661 -1.5628
O 2.1548 -3.0165 -0.7866
H -2.1782 1.2575 2.3066
H -1.2665 1.9653 3.2303
O -2.1149 2.0965 2.7955
H -0.5742 -1.3275 3.3920
H 0.0393 -0.4682 4.4627
O 0.0312 -0.5847 3.5045
```

Calculated values
SMILES	CNC[C@H]1CCCN1.O.O.O.O.O.O.O.O.O
F_max	2.94	eV/A
total energy	-28147.430	eV
lowest unoccupied orbital energy	0.20	eV
HOMO energy	-7.960	eV
total charge	0
gap between HOMO and LUMO	8.162	eV



Record 4
Computed, not measured: 2 unconnected molecules or ions with the total composition C8H12BrN4, with ωB97M-V/def2-TZVPD.

Structure (XYZ):
```
25
C8H12BrN4 (ωB97M-V/def2-TZVPD)
C -1.6385 -2.0082 -1.9139
C -1.1685 -1.3106 -1.0567
C 1.7870 -0.3566 0.0667
C 2.7227 0.6124 -0.0223
C -2.3272 2.9371 0.2013
C 1.9611 -2.7960 0.6206
C -2.1319 1.4969 0.1841
C -0.5971 -0.5045 -0.0360
N 3.9059 0.0054 0.0404
N 3.7823 -1.2572 0.2549
N 2.4729 -1.5115 0.3727
N -0.7841 0.9827 -0.2469
Br 2.4452 2.4688 0.1093
H -2.2430 -2.7461 -2.3088
H -1.7902 3.3971 0.9300
H -2.1030 3.5288 -0.6549
H -3.3479 3.2042 0.5397
H 1.4840 -2.8133 1.6593
H 1.4344 -3.2600 -0.2953
H 2.8022 -3.4413 0.7111
H -2.9519 0.8746 -0.3699
H -2.2626 0.9805 1.2012
H -0.7615 -0.7929 1.0105
H -0.7600 0.9744 -1.2671
H 0.0698 1.3354 0.2701
```

Calculated values
F_max	4.85	eV/A
total energy	-84479.044	eV
lowest unoccupied orbital energy	-5.59	eV
HOMO energy	-12.917	eV
total charge	+1
gap between HOMO and LUMO	7.322	eV